Arrangement P

ORCA calculation (ωB97M-V with the def2-TZVPD basis set) on one molecule with the formula C3H4S.

Calculated values
- highest occupied orbital energy (alpha / beta) (eV) = -7.8680 / -7.6156
- lowest unoccupied orbital energy (alpha / beta) (Ha) = 0.000 / -0.005
- molar mass (g/mol) = 72.132
- gap between HOMO and LUMO (alpha / beta) (eV) = 7.86 / 7.48

Structure (ORCA input):
```
! RIJCOSX wB97M-V def2-TZVPD def2/J DEFGRID3
* xyz 0 1
C -0.585 0.455 0.052
C -1.856 0.272 0.225
C 1.895 -0.227 -0.119
S 0.671 0.288 -1.058
H -2.338 -0.425 -0.430
H -2.256 0.861 1.012
H 1.616 -0.703 0.831
H 2.852 -0.521 -0.512
*
```



Arrangement Q

ORCA calculation (ωB97M-V with the def2-TZVPD basis set) on C3H4S as an isolated structure.

Calculated values
- highest occupied orbital energy (eV) = -7.7664
- lowest unoccupied orbital energy (Ha) = 0.032
- molar mass (g/mol) = 72.132
- gap between HOMO and LUMO (eV) = 8.63

Structure (ORCA input):
```
! RIJCOSX wB97M-V def2-TZVPD def2/J DEFGRID3
* xyz 0 1
C 0.659 -0.412 0.006
C -0.752 -1.134 0.070
C 0.187 0.919 -0.014
S -1.602 0.352 0.111
H 1.699 -0.678 0.056
H -1.218 -2.104 -0.002
H 0.636 1.598 0.800
H 0.392 1.459 -1.027
*
```



Ranked by calculated energy, most stable first: arrangement Q, arrangement P.